## A
C3H11N4 | ωB97M-V/def2-TZVPD

Properties
* orbital gap: 10.818 eV
* spin multiplicity: 1
* E_HOMO: -13.4 eV
* net charge: +1

Atoms and positions in Å:
H  1.45958  -0.69515  2.43195
H  -3.18090  -1.52272  -1.42669
N  -0.81060  -0.80998  0.68839
H  -1.56671  0.21445  -0.86491
H  0.46694  0.70977  2.54174
C  1.27528  0.28866  0.78112
H  0.22102  1.49293  -1.66408
H  1.94262  -0.37567  0.23281
N  1.18439  0.17635  2.06268
H  1.52494  0.36500  -1.70629
N  1.03251  1.29993  0.02657
H  0.41987  2.11645  0.37817
H  -2.32566  -2.58950  -0.44681
H  -0.91050  -1.67603  1.11415
C  1.21683  1.28381  -1.35071
N  -2.32205  -1.64762  -0.82921
H  1.99537  2.05288  -1.71674
C  -1.62292  -0.68354  -0.25215

***

## B
C3H11N4 | ωB97M-V/def2-TZVPD

Properties
* orbital gap: 8.853 eV
* spin multiplicity: 1
* E_HOMO: -12.7 eV
* net charge: +1

Atoms and positions in Å:
C  0.77252  0.73553  0.11795
H  1.59200  -0.35548  1.54094
H  1.34956  1.05847  -2.61819
H  -1.69634  -1.41176  -1.30044
N  -0.40477  -0.08246  -1.10295
N  -1.79744  -1.99984  1.65899
C  1.28761  1.72667  -0.52006
H  -1.10779  -1.31420  0.55881
H  0.76637  2.62964  -2.18805
H  -1.69377  -2.94292  1.27342
H  -2.78902  -1.78277  1.69449
H  -0.13429  -0.06386  1.66322
H  -1.30870  -1.99076  2.54797
N  -1.01799  -0.99724  -0.57820
C  1.42029  1.91581  -1.91207
H  1.54494  2.67176  0.00633
N  0.74997  0.05782  1.29503
H  2.46687  2.14559  -2.13717

***

Which of them is least stable? Easy: B.

***

## A
C3H14NO2 | ωB97M-V/def2-TZVPD

Properties
* orbital gap: 12.120 eV
* spin multiplicity: 1
* E_HOMO: -15.2 eV
* net charge: +1

Atoms and positions in Å:
H  1.98693  1.30975  -0.52792
H  0.42511  0.22572  -1.82926
H  -2.45230  -2.10985  -1.09311
H  -0.59206  -1.12553  0.72599
N  1.15674  0.92281  -0.00312
O  2.07142  -0.01234  2.63762
O  -1.40402  1.90922  -0.17684
H  1.72930  -0.79610  -1.01108
H  -0.03716  -2.28099  -0.33748
H  1.88900  -0.44940  3.49092
C  -0.35457  -1.24772  -0.32858
H  2.92236  0.48606  2.59368
C  0.71038  -0.26776  -0.84850
H  -1.98219  2.14242  0.58788
H  -2.54835  -0.47918  -0.71070
H  1.49915  0.52668  1.02551
H  0.30646  1.52325  0.13337
C  -1.79699  -1.19671  -1.14828
H  -1.84195  1.87198  -1.00733
H  -1.68725  -0.95232  -2.17277

***

## B
C3H14NO2 | ωB97M-V/def2-TZVPD

Properties
* orbital gap: 12.343 eV
* spin multiplicity: 1
* E_HOMO: -15.4 eV
* net charge: +1

Atoms and positions in Å:
H  0.07971  -0.00466  -1.19352
H  0.81534  -1.47719  -0.60488
H  -0.52227  3.31165  -0.10868
H  -1.05683  0.88921  0.88340
H  -0.81134  -0.15100  2.23199
O  -1.19830  2.63968  -0.19979
H  2.05141  0.24435  -2.35368
N  -0.68980  -0.00438  1.23734
H  2.98072  -0.72355  -1.13154
H  -1.74579  -2.56895  -0.90380
H  2.64734  0.87616  -0.69049
C  2.25183  0.07181  -1.29832
H  1.15488  0.96555  1.11246
C  0.78199  -0.02579  0.86231
H  -1.19601  -0.66160  0.60652
H  -2.30953  -2.66844  0.39445
O  -1.41944  -2.45950  0.01383
H  -1.90130  3.18542  -0.57850
H  1.21765  -0.82122  1.47062
C  0.94468  -0.39928  -0.63840

***

Which of them is least stable? Easy: A.

***

## A
C39H43N4O3PSSiTi | ωB97M-V/def2-TZVPD

Properties
* orbital gap: 7.569 eV
* spin multiplicity: 1
* E_HOMO: -7.8 eV
* net charge: 0

Atoms and positions in Å:
H  -0.54581  -1.83736  -3.73443
C  -5.67058  4.96138  0.35568
C  -0.45269  -1.15278  -2.90456
C  1.00067  -4.89334  0.69182
H  4.89523  1.77828  1.09275
H  -0.38414  2.69448  -3.14108
H  5.01580  0.97553  -0.46544
C  -2.79273  -0.42916  -3.47976
H  6.96309  3.71368  -1.91382
C  0.79625  -2.08821  2.01914
H  -4.99164  -4.05203  3.84625
C  -0.31294  -5.73520  -1.60330
H  1.34844  -1.56112  5.32497
C  -3.61292  3.21161  -0.29992
N  0.85450  2.32622  -1.54245
C  -0.58248  -4.48797  -1.06183
H  -1.22347  2.12905  2.45318
H  3.45351  4.58568  -3.14396
O  0.92956  -0.34734  -1.19640
H  1.52336  -4.57516  1.58583
H  5.93241  5.06075  0.70177
H  -2.44904  4.26761  1.14432
N  -2.72650  1.31639  -1.45656
C  2.71861  3.94732  -2.66561
H  4.27206  4.76968  1.23881
C  -1.83325  -4.00272  2.66521
H  0.82804  -7.54489  -1.41271
H  2.31725  -1.95056  0.50573
H  -0.87920  -4.50263  2.79162
H  5.71818  4.61446  -2.76756
H  1.22218  4.31760  -4.18807
H  -4.98708  2.33969  -1.68601
C  -1.57429  -0.31910  -2.61779
C  4.90680  4.90117  0.35967
H  -3.03060  0.53902  -3.92054
H  -5.22000  -2.25793  2.18643
C  0.05993  -4.05474  0.09960
H  2.01514  -6.77939  0.61795
C  -1.04917  1.06215  2.60523
H  -1.93919  0.61147  3.04949
C  -3.41513  4.19404  0.66393
C  5.92105  3.67861  -2.24168
H  -0.82743  -6.05766  -2.50001
C  -2.91431  -4.41392  3.42083
H  2.76669  -1.44815  -2.70108
Si  4.79435  3.42313  -0.76876
H  -4.21629  -0.83864  0.64065
P  -0.48202  -2.41737  0.74867
H  -2.81203  -5.22237  4.13215
H  3.66832  -1.28942  4.50643
C  0.61975  -6.56711  -0.99744
C  3.13029  -1.60641  2.45095
H  -1.30285  -3.83394  -1.54273
H  -0.20068  0.92975  3.27817
C  1.47452  3.79347  -3.27760
C  2.86639  -1.49984  3.81034
C  -3.17094  -2.33875  1.54602
C  -4.13472  -3.76434  3.24944
S  1.98905  1.84577  0.70799
C  0.53858  -1.94623  3.37921
C  5.32443  1.86133  0.09487
H  -2.64404  -1.16793  -4.26331
C  -2.49434  2.28865  -0.62477
C  -4.44383  5.06551  0.99354
C  2.10268  -1.89029  1.56653
C  0.57604  2.92800  -2.69611
C  0.72471  -1.13503  -2.20537
H  -3.64854  -0.70840  -2.86387
N  -3.36932  -1.37687  0.56739
C  2.00697  2.55008  -0.89654
H  5.82265  2.86201  -2.96099
Ti  -0.12766  0.92166  -0.22119
C  -1.92603  -2.96123  1.74038
H  -2.56752  -0.83007  0.29303
H  -6.47241  5.64395  0.60725
H  4.13523  -1.45641  2.07662
C  1.28106  -6.13933  0.14434
O  -0.77490  0.43440  1.37261
H  1.65616  -2.63290  -3.43291
O  -1.34638  2.50060  -0.05263
C  -5.87070  3.97927  -0.60784
C  -4.26379  -2.75062  2.32410
N  -1.56730  0.52962  -1.62147
H  2.04722  -2.71906  -1.70738
C  -4.84728  3.10696  -0.93689
H  -0.47080  -2.05954  3.75352
H  4.58006  5.80576  -0.15859
H  6.41451  1.85182  0.18008
C  3.04217  3.30689  -1.47414
C  1.86411  -2.04097  -2.54425
H  -6.82953  3.89529  -1.10329
C  1.56760  -1.65966  4.26884
H  -4.28712  5.82434  1.74935

***

## B
C39H43N4O3PSSiTi | ωB97M-V/def2-TZVPD

Properties
* orbital gap: 7.356 eV
* spin multiplicity: 1
* E_HOMO: -7.6 eV
* net charge: 0

Atoms and positions in Å:
O  1.28885  0.49986  0.44308
C  1.57304  4.28971  -2.05216
H  3.53791  5.40750  -4.56526
C  -1.01397  3.40733  5.33384
H  -5.03189  3.53233  0.40738
C  -1.92809  2.12175  2.07401
C  -2.11998  -0.68922  -3.52606
C  2.85189  4.77249  -4.02214
C  3.68580  -4.31393  1.06203
N  -1.08767  0.46219  -1.61816
H  1.24985  4.54007  -1.05357
H  -1.48983  -0.02553  -4.11151
H  2.85124  1.62316  -0.23165
C  2.39163  3.60313  -4.60678
C  -4.16192  3.12831  0.89886
O  0.03254  2.43803  -0.61355
C  1.90185  -2.72496  0.67450
H  -3.16337  -0.52649  -3.78921
H  -2.13462  -5.73205  -1.18779
H  -1.87416  -1.72500  -3.75505
C  1.70424  -0.92546  -3.00606
H  -3.91247  3.00091  6.82313
C  -1.27516  -5.21296  -1.58750
C  0.21807  2.22077  -1.87006
C  1.51152  2.78510  -3.92583
H  0.44441  -0.96573  1.93384
H  -2.42665  0.36947  6.08051
H  1.13393  1.88017  -4.36896
C  -0.79791  -4.07997  -0.95732
C  0.46633  -5.02501  -3.21827
H  -3.98070  -2.68673  0.62984
C  -2.64764  -1.24540  -1.13734
H  2.71998  3.33604  -5.60117
N  -2.10281  1.96946  0.75039
H  -1.27763  -3.71383  -0.06064
H  3.67002  -1.12044  -0.27013
H  4.36454  -5.06232  0.68335
H  2.30996  -0.16072  -4.90639
N  0.92608  -1.58237  2.58154
H  -3.67065  0.24289  4.85604
P  0.80777  -1.87202  -0.54007
C  -1.90921  -0.44799  -2.05791
H  -5.01890  2.84019  5.48352
C  0.30524  -3.39382  -1.45585
C  2.79523  -3.68683  0.21453
H  0.70470  -1.16273  -3.34401
H  -0.14579  3.01011  4.81943
O  -1.51760  -0.51768  0.78477
C  3.88100  -0.02167  -3.45788
C  -3.23602  -2.09761  1.15824
H  4.57272  0.46481  -4.12982
H  2.78263  6.03829  -2.30330
H  -3.39478  -1.90655  -1.54964
H  -1.01846  -6.56612  -3.23101
H  -1.06126  4.47431  5.12777
C  -0.64729  -5.68520  -2.72880
H  -3.28769  2.28609  -0.89204
H  3.05569  0.92366  1.40119
N  -0.37726  1.24032  -2.49880
C  2.43470  5.11753  -2.74703
H  2.83303  -2.73862  3.93194
Ti  -0.41487  0.80104  0.24202
H  -2.55595  -2.74823  1.71135
H  5.24452  -0.03548  -1.80912
H  1.14827  -1.16134  3.47244
H  1.94844  2.30916  1.15413
H  -0.86223  3.28353  6.40183
H  -1.98080  0.10963  4.40480
C  1.10112  3.11761  -2.63758
Si  -2.60703  2.52016  4.77257
C  -2.67431  0.62985  5.05734
H  4.41325  -4.42485  3.07235
H  -3.72098  -1.45230  1.89178
C  3.70286  -3.96099  2.40372
H  0.98101  -5.40440  -4.08947
C  -2.89059  2.72173  2.90907
C  -3.20150  2.45208  0.17700
C  2.81773  -3.02170  2.88639
H  -4.12338  4.32758  5.71034
H  2.79868  -3.94250  -0.83289
C  2.60641  -0.35636  -3.88561
C  -3.99801  3.24845  2.28157
C  -2.43073  -1.23592  0.21790
C  0.93723  -3.88583  -2.59168
C  2.33061  1.37559  0.70623
C  1.88117  -2.40449  2.04420
C  -4.05808  3.24786  5.77716
C  4.25495  -0.29822  -2.15432
H  1.80515  -3.38305  -2.99388
C  2.07596  -1.21838  -1.69522
C  3.36484  -0.90052  -1.28251
S  -0.43602  1.52183  2.64194
H  -4.75278  3.75737  2.86111

***

Which of them is least stable? Easy: B.